No. 1
C4H8N2O6 | wB97M-V/def2-TZVPD

Geometry as ORCA input:
```
! RIJCOSX wB97M-V def2-TZVPD def2/J DEFGRID3
* xyz 0 1
C -0.254 0.727 -2.466
C 0.523 0.557 -1.185
C -0.294 0.420 0.065
C 0.599 0.056 1.236
O 0.006 -0.373 2.416
N -0.693 0.874 2.961
O -0.347 1.896 2.364
O -1.465 0.647 3.860
O -1.599 0.662 0.185
O 0.588 -2.978 -1.477
N 0.020 -3.335 -0.394
O 0.217 -4.406 0.229
H 0.365 1.051 -3.305
H -0.815 -0.227 -2.582
H -0.974 1.525 -2.324
H 1.258 -0.231 -1.261
H 1.109 1.470 -1.046
H -0.775 1.518 0.360
H 1.273 -0.770 0.945
H 1.257 0.917 1.418
*
```

Computed properties:
- HOMO level (spin up / spin down): -0.38344 / -0.27838 Eh
- Orbital gap (spin up / spin down): 0.342 / 0.165 Eh

***

No. 2
C6H10NOS | wB97M-V/def2-TZVPD

Geometry as ORCA input:
```
! RIJCOSX wB97M-V def2-TZVPD def2/J DEFGRID3
* xyz 1 1
C -1.342 1.253 -0.649
C -2.508 0.596 -0.469
C 0.527 -1.709 -0.201
C -0.487 -0.747 0.090
C 1.962 -1.395 -0.658
C 0.221 1.409 1.290
N -0.160 0.699 0.001
O 0.315 -1.454 1.181
S -2.335 -0.924 0.253
H -1.187 2.342 -0.960
H -3.477 0.834 -0.914
H 0.048 -2.612 -0.401
H 2.515 -2.271 -0.774
H 2.636 -0.741 -0.065
H 1.954 -0.900 -1.661
H -0.786 1.417 1.724
H 0.951 0.950 2.008
H 0.527 2.351 0.878
H 0.627 0.903 -0.673
*
```

Computed properties:
- HOMO level: -0.49147 Eh
- Orbital gap: 0.358 Eh
- Structure (SMILES): C[C@H]1O[C@]12SC=C[N@H+]2C

***

Respective relative energy (zero: lowest compared OMol25 entry of this formula, charge and spin) values: 6.493; 2.936 eV.
Respective electronic energy values: -19530.3889; -20746.9353 eV.